{
  "formula": "C7H18NO8PS3Si",
  "method": "ωB97M-V/def2-TZVPD",
  "species": ["S", "S", "S", "P", "Si", "O", "O", "O", "O", "O", "O", "O", "O", "N", "C", "C", "C", "C", "C", "C", "C", "H", "H", "H", "H", "H", "H", "H", "H", "H", "H", "H", "H", "H", "H", "H", "H", "H", "H"],
  "positions_angstrom": [[1.181, -2.271, 6.185], [0.133, 0.231, 2.027], [1.420, 2.132, -1.154], [-0.934, 0.532, 0.419], [-1.577, 0.337, -3.585], [2.382, 2.397, -2.149], [1.720, -1.134, 7.179], [1.415, 0.566, -0.765], [-0.226, -2.151, 6.094], [1.854, -1.707, 4.845], [-0.027, 2.159, -1.932], [1.805, -3.502, 6.509], [1.474, 2.983, -0.041], [0.306, -1.358, -1.264], [-0.157, 0.802, -2.402], [2.402, -0.403, 5.079], [-3.258, 0.152, -2.751], [0.091, 0.031, -1.132], [-1.657, 1.707, -4.869], [-1.094, -1.260, -4.459], [2.775, -0.401, 6.545], [3.257, -0.236, 4.431], [2.841, 0.600, 6.960], [1.631, 0.339, 4.862], [-0.665, 1.995, -5.195], [0.746, 0.632, -2.996], [-1.236, 1.899, 0.330], [-1.922, -1.508, -5.115], [0.601, -1.746, -0.371], [-2.131, 2.577, -4.424], [-3.754, -0.700, -3.204], [-3.229, 0.046, -1.674], [-2.255, 1.359, -5.704], [-0.227, -1.065, -5.080], [-0.872, -2.060, -3.765], [-3.877, 1.009, -2.997], [-2.113, -0.233, 0.435], [3.714, -0.930, 6.718], [-0.536, -1.819, -1.589]],
  "forces_ev_per_a": [[0.266, 0.333, -0.081], [-0.332, -0.304, -0.217], [0.462, 0.452, -1.274], [1.069, -0.179, 1.278], [-0.407, 0.457, -0.494], [0.869, -0.672, -0.920], [-0.220, 0.101, -0.222], [-0.416, 1.168, -0.041], [-0.175, -0.113, 0.105], [0.161, -0.130, 0.309], [0.387, -0.023, 0.957], [-0.063, -0.217, -0.045], [-1.123, 0.121, 1.321], [-0.359, -0.104, -0.049], [-0.370, -0.450, -0.309], [-0.224, 0.436, -0.088], [0.373, 0.129, -0.394], [0.698, 0.136, 0.576], [-0.016, -0.363, 0.732], [0.006, 0.830, 0.473], [0.413, -0.212, -0.030], [-0.021, -0.205, -0.098], [-0.205, -0.028, 0.126], [0.016, 0.011, -0.009], [0.161, 0.020, -0.230], [-0.049, -0.370, -0.340], [-0.497, -0.183, -0.473], [-0.150, -0.281, -0.039], [-0.058, -0.101, -0.035], [-0.093, 0.193, -0.049], [-0.117, -0.304, 0.150], [-0.080, -0.146, 0.187], [-0.050, 0.075, -0.261], [0.254, -0.098, -0.084], [-0.021, -0.357, -0.095], [-0.053, 0.267, 0.104], [-0.135, 0.241, -0.518], [0.016, 0.026, -0.016], [0.082, -0.157, 0.088]],
  "mulliken_charge": [1.092, -0.328, 1.209, 0.145, 0.340, -0.626, -0.319, -0.333, -0.533, -0.242, -0.400, -0.536, -0.534, -0.567, 0.092, -0.305, -0.980, 0.288, -1.145, -1.109, -0.317, 0.316, 0.303, 0.238, 0.330, 0.262, 0.073, 0.339, 0.354, 0.342, 0.347, 0.243, 0.350, 0.296, 0.376, 0.329, 0.092, 0.288, 0.232],
  "e_tot_ha": -2759.564585,
  "e_lumo_ev": 0.2,
  "total_charge": 0,
  "de_lowest_ev": 0.000,
  "homo_energy_ha": -0.331,
  "homo_lumo_gap_ev": 9.23
}


{
  "formula": "C7H18NOSi",
  "method": "ωB97M-V/def2-TZVPD",
  "species": ["Si", "O", "N", "C", "C", "C", "C", "C", "C", "C", "H", "H", "H", "H", "H", "H", "H", "H", "H", "H", "H", "H", "H", "H", "H", "H", "H", "H"],
  "positions_angstrom": [[1.282, 0.163, 0.156], [-2.234, 0.733, 1.131], [-1.295, -1.448, 0.372], [1.272, 0.856, 1.919], [-1.512, 0.964, 0.179], [-2.004, -2.329, -0.553], [1.935, 1.371, -1.154], [-0.624, -0.137, -0.322], [2.048, -1.574, 0.026], [-1.460, 2.276, -0.514], [0.522, 0.391, 2.555], [1.593, -2.204, -0.737], [1.079, 1.926, 1.924], [-2.415, -3.180, -0.010], [1.702, 1.056, -2.167], [-0.756, 2.283, -1.337], [2.021, -2.112, 0.970], [-0.568, -1.956, 0.878], [-1.935, -0.943, 1.050], [-1.325, -2.700, -1.319], [1.546, 2.378, -1.018], [-1.220, 3.061, 0.203], [-0.721, -0.265, -1.394], [3.015, 1.445, -1.087], [3.097, -1.478, -0.238], [-2.823, -1.791, -1.026], [2.238, 0.708, 2.395], [-2.459, 2.507, -0.884]],
  "forces_ev_per_a": [[-0.082, -0.133, -0.087], [-0.132, 0.325, 0.010], [1.496, 1.992, -0.370], [0.065, -0.176, -0.629], [-0.101, -0.159, 0.063], [-0.377, -0.474, -0.442], [-0.309, -0.392, 0.532], [-0.735, -1.510, 1.088], [-0.222, 0.600, 0.084], [-0.149, 0.280, 0.078], [-0.092, -0.139, 0.026], [-0.089, 0.037, -0.132], [-0.057, 0.124, -0.069], [0.019, 0.058, 0.051], [-0.074, -0.142, -0.131], [0.078, 0.043, -0.099], [-0.059, -0.044, 0.182], [-0.179, 0.053, -0.004], [0.300, -0.369, -0.190], [0.027, 0.069, 0.053], [-0.077, 0.067, 0.086], [0.088, 0.014, 0.032], [0.020, -0.087, -0.209], [0.264, -0.050, 0.085], [0.188, 0.032, -0.032], [0.064, 0.079, 0.049], [0.155, -0.057, 0.020], [-0.031, -0.043, -0.046]],
  "mulliken_charge": [0.151, -0.618, -0.161, -1.098, 0.668, -0.945, -1.067, -0.292, -1.127, -1.235, 0.380, 0.372, 0.324, 0.389, 0.362, 0.323, 0.360, 0.370, 0.464, 0.353, 0.350, 0.322, 0.463, 0.378, 0.377, 0.341, 0.400, 0.394],
  "e_tot_ha": -696.798124,
  "e_lumo_ev": -2.8,
  "total_charge": 1,
  "de_lowest_ev": 0.000,
  "homo_energy_ha": -0.526,
  "homo_lumo_gap_ev": 11.47,
  "smiles": "C[NH2+][C@@H](C(C)=O)[Si](C)(C)C"
}


{
  "formula": "C7H18O",
  "method": "ωB97M-V/def2-TZVPD",
  "species": ["O", "C", "C", "C", "C", "C", "C", "C", "H", "H", "H", "H", "H", "H", "H", "H", "H", "H", "H", "H", "H", "H", "H", "H", "H", "H"],
  "positions_angstrom": [[0.450, -0.318, -1.199], [-1.514, 0.755, -0.339], [-2.068, 1.399, 0.932], [-0.005, 0.471, -0.294], [1.088, -2.503, 0.126], [2.547, -2.334, 0.539], [0.916, 1.590, 0.168], [-1.838, 1.602, -1.579], [-1.691, 2.416, 1.060], [0.642, 1.977, 1.149], [0.871, 2.413, -0.549], [2.630, -1.771, 1.471], [0.518, -3.101, 0.840], [3.044, -3.297, 0.675], [-1.413, 2.605, -1.497], [1.943, 1.230, 0.191], [1.016, -3.080, -0.805], [-1.984, -0.224, -0.477], [0.690, -1.478, -0.543], [0.037, -0.415, 0.966], [3.100, -1.783, -0.224], [-2.918, 1.716, -1.688], [-1.801, 0.823, 1.821], [-3.156, 1.458, 0.880], [0.342, -1.281, 0.854], [-1.449, 1.132, -2.482]],
  "forces_ev_per_a": [[-0.362, 0.664, 0.576], [-0.025, -0.146, 0.227], [0.069, -0.053, -0.099], [0.263, -0.068, -1.226], [0.042, 0.150, -0.764], [-0.115, 0.043, -0.021], [-0.028, -0.173, 0.243], [0.089, -0.048, 0.073], [0.009, -0.003, -0.009], [0.018, 0.006, -0.014], [-0.084, -0.051, -0.037], [0.042, -0.036, 0.015], [-0.069, 0.240, 0.061], [-0.035, 0.047, 0.046], [0.030, -0.020, 0.011], [-0.025, -0.043, 0.018], [0.079, -0.078, 0.013], [0.021, 0.022, 0.015], [0.206, -0.774, 0.755], [0.192, -0.680, 0.135], [-0.024, 0.004, 0.007], [0.025, -0.033, 0.047], [-0.015, 0.011, -0.015], [0.033, -0.008, 0.005], [-0.349, 1.022, -0.091], [0.015, 0.006, 0.030]],
  "mulliken_charge": [-0.651, 0.761, -1.571, 0.502, -0.575, -0.992, -1.449, -1.488, 0.331, 0.345, 0.342, 0.322, 0.344, 0.356, 0.335, 0.361, 0.396, 0.248, 0.232, -0.032, 0.283, 0.420, 0.374, 0.430, 0.032, 0.343],
  "e_tot_ha": -352.610623,
  "e_lumo_ev": 1.0,
  "total_charge": 0,
  "de_lowest_ev": 3.315,
  "homo_energy_ha": -0.350,
  "homo_lumo_gap_ev": 10.48
}


{
  "formula": "C7H18OP2",
  "method": "ωB97M-V/def2-TZVPD",
  "species": ["P", "P", "O", "C", "C", "C", "C", "C", "C", "C", "H", "H", "H", "H", "H", "H", "H", "H", "H", "H", "H", "H", "H", "H", "H", "H", "H", "H"],
  "positions_angstrom": [[-1.698, -0.040, -0.138], [1.790, -0.053, 0.084], [-0.072, -2.085, -0.079], [-2.491, -0.701, -1.623], [1.865, 0.848, -1.491], [2.832, -1.477, 0.173], [0.068, -0.513, -0.061], [2.012, 1.090, 1.446], [-2.190, -0.840, 1.493], [-1.991, 1.732, 0.012], [1.901, 0.651, 2.521], [3.249, -1.679, -0.846], [1.301, 0.224, -2.287], [-2.548, -1.819, -1.635], [-1.204, 2.424, -0.458], [2.919, 0.867, -1.798], [-1.448, -0.569, 2.293], [-3.271, -0.546, 1.586], [-3.556, -0.401, -1.652], [3.083, 1.323, 1.357], [-2.247, -1.960, 1.413], [2.278, -2.462, 0.324], [-3.003, 1.923, -0.530], [3.449, -1.243, 1.092], [1.095, 1.744, 1.507], [1.663, 1.901, -1.320], [-1.732, -0.480, -2.461], [-2.054, 2.142, 1.082]],
  "forces_ev_per_a": [[-0.158, -0.728, 2.045], [-0.755, 0.516, -0.512], [0.888, 8.716, -0.133], [1.296, -1.252, -0.567], [0.810, -1.295, -0.614], [-0.365, -1.489, 0.224], [-1.738, -9.565, -0.003], [-1.316, -1.476, 2.303], [-0.802, -0.441, -1.077], [-0.454, 2.122, -0.243], [0.433, -0.126, -1.977], [0.582, 0.608, 1.104], [0.697, 1.507, 1.198], [0.381, 0.797, 0.528], [-1.112, -1.293, 0.211], [-0.018, -0.215, -0.095], [-1.181, 0.080, -0.643], [1.092, 0.222, 0.707], [0.764, 0.588, -0.495], [-0.523, 1.329, 0.099], [0.486, 1.040, -0.257], [0.267, 1.493, 0.318], [1.695, -0.139, 0.991], [0.134, -0.691, -1.471], [1.721, 0.520, -0.701], [-0.837, 0.037, -0.328], [-1.851, 0.222, 0.744], [-0.136, -1.089, -1.353]],
  "mulliken_charge": [1.014, 1.033, -0.390, -1.098, -1.295, -1.113, -0.009, -1.167, -1.193, -1.104, 0.417, 0.425, 0.388, 0.384, 0.364, 0.495, 0.411, 0.423, 0.450, 0.445, 0.389, 0.405, 0.375, 0.388, 0.368, 0.400, 0.382, 0.413],
  "e_tot_ha": -1034.687842,
  "e_lumo_ev": [-10.0, -9.7],
  "total_charge": 2,
  "de_lowest_ev": 3.801,
  "homo_energy_ha": [-0.698, -0.686],
  "homo_lumo_gap_ev": [9.05, 8.97]
}


{
  "formula": "C7H19AlO3P",
  "method": "ωB97M-V/def2-TZVPD",
  "species": ["P", "Al", "O", "O", "O", "C", "C", "C", "C", "C", "C", "C", "H", "H", "H", "H", "H", "H", "H", "H", "H", "H", "H", "H", "H", "H", "H", "H", "H", "H", "H"],
  "positions_angstrom": [[-0.846, 0.564, 1.167], [0.623, -0.756, -3.597], [0.084, -0.216, 2.216], [-2.373, -0.267, 1.075], [-1.098, 2.156, 1.824], [1.172, -0.546, -0.528], [-0.033, 0.562, -0.593], [-1.832, -2.755, 1.724], [-0.087, 3.123, 1.371], [1.466, 2.719, 1.702], [-2.239, -1.644, 0.578], [1.856, -0.924, -1.967], [-0.923, 0.268, -1.330], [0.856, -1.542, 0.050], [-3.323, -1.964, 0.193], [-0.691, -3.080, 1.587], [2.160, -2.077, -1.896], [-0.271, 3.365, 0.237], [2.887, -0.361, -2.178], [0.334, 1.618, -0.939], [-0.942, -0.806, -3.242], [1.601, 1.887, 2.514], [-1.525, -1.778, -0.340], [2.036, -0.059, 0.136], [-2.464, -3.744, 1.546], [-1.998, -2.366, 2.834], [0.885, -2.056, -4.503], [1.951, 2.335, 0.708], [1.041, 0.512, -4.449], [-0.299, 4.135, 1.965], [1.991, 3.697, 2.137]],
  "forces_ev_per_a": [[2.712, -2.505, 3.617], [0.530, -0.611, 0.011], [-3.322, 2.675, -3.569], [2.570, 1.002, -0.537], [0.564, -1.843, -1.981], [1.687, 0.139, 0.550], [-1.038, -0.294, -0.333], [0.602, -0.401, -0.059], [0.444, 1.462, 0.393], [0.059, 0.355, -0.045], [-0.942, -2.140, -0.253], [0.781, -0.924, 0.914], [2.066, 0.451, 1.409], [0.391, 2.419, -1.313], [2.316, 1.076, 0.831], [-2.488, 0.930, 0.497], [-0.570, 2.359, -0.073], [0.584, -0.527, 2.138], [-2.174, -0.944, 0.759], [-0.592, -2.024, 0.835], [-0.372, 0.137, 0.269], [-0.704, 1.517, -1.643], [-1.211, 0.661, 1.717], [-2.086, -1.057, -1.042], [1.166, 2.145, 0.380], [0.351, -0.739, -2.570], [0.095, -0.319, -0.235], [-0.598, 0.845, 2.018], [-0.006, 0.631, -0.188], [0.123, -2.368, -1.211], [-0.938, -2.110, -1.286]],
  "mulliken_charge": [0.978, 0.099, -0.692, -0.470, -0.501, -0.111, -0.667, -0.816, -0.298, -0.652, -0.028, -0.777, 0.150, 0.059, 0.294, 0.200, 0.253, 0.264, 0.257, 0.456, -0.225, 0.231, 0.059, 0.165, 0.316, 0.206, -0.252, 0.151, -0.239, 0.283, 0.307],
  "e_tot_ha": -1087.549002,
  "e_lumo_ev": 3.1,
  "total_charge": -1,
  "homo_energy_ha": -0.181,
  "homo_lumo_gap_ev": 8.03
}


{
  "formula": "C7H19BF4NO7P2",
  "method": "ωB97M-V/def2-TZVPD",
  "species": ["P", "P", "F", "F", "F", "F", "O", "O", "O", "O", "O", "O", "O", "N", "C", "C", "C", "C", "C", "C", "C", "B", "H", "H", "H", "H", "H", "H", "H", "H", "H", "H", "H", "H", "H", "H", "H", "H", "H", "H", "H"],
  "positions_angstrom": [[-3.305, -1.653, 0.643], [0.024, -0.279, 1.847], [0.935, 6.440, 0.799], [1.397, 4.930, 2.469], [-0.571, 4.764, 1.281], [1.426, 4.255, 0.268], [-3.857, -0.584, 1.663], [-3.311, -0.979, -0.822], [-1.035, -1.446, 2.179], [-0.251, 0.852, 2.668], [-4.116, -2.848, 0.597], [-0.017, -0.005, 0.294], [1.507, -0.802, 2.185], [2.207, 0.771, -2.716], [1.659, -2.860, 0.758], [-0.337, 1.432, -1.632], [-0.157, 0.110, -2.366], [1.291, -0.359, -2.481], [-1.586, -2.161, 1.065], [1.744, -2.220, 2.146], [-0.026, 1.401, -0.115], [0.798, 5.100, 1.213], [2.578, -3.333, 0.439], [-0.976, -2.141, 0.166], [1.120, -2.734, 2.866], [-2.570, -1.383, -1.300], [0.879, -3.613, 0.775], [1.363, -2.150, -0.004], [-1.678, -3.199, 1.353], [-0.497, 0.274, -3.390], [1.334, -1.071, -3.309], [0.932, 1.882, 0.015], [-1.392, 1.682, -1.726], [2.761, -2.349, 2.497], [-0.801, -0.670, -1.983], [3.139, 0.455, -2.472], [-3.873, 0.275, 1.198], [-0.797, 1.967, 0.379], [1.612, -0.893, -1.596], [2.226, 0.932, -3.717], [0.219, 2.209, -2.134]],
  "forces_ev_per_a": [[-0.190, -0.912, -0.312], [0.886, 0.381, 0.688], [-0.011, 0.030, -0.041], [0.022, -0.004, 0.016], [-0.070, -0.047, -0.052], [0.052, -0.155, -0.143], [0.415, 1.015, -0.989], [0.851, 0.574, 0.560], [0.761, -0.361, -1.595], [-0.629, 1.912, 1.240], [-0.791, -1.568, 0.338], [-0.258, -0.370, 0.282], [-0.897, -1.308, -0.560], [-0.032, -0.610, -0.123], [-0.688, -0.095, 0.181], [-0.940, -0.683, 0.623], [0.572, 0.673, -0.677], [-0.063, -0.035, -0.156], [-0.535, 0.154, 0.451], [1.080, 0.061, -0.195], [0.125, 0.396, -1.983], [-0.035, 0.076, 0.075], [0.245, -0.009, 0.049], [0.241, 0.213, -0.051], [-0.396, 0.045, 0.083], [-0.259, 0.381, -0.293], [-0.057, -0.319, -0.141], [0.089, 0.304, -0.086], [-0.158, -0.225, 0.155], [-0.188, 0.083, -0.150], [0.049, -0.290, -0.014], [0.316, -0.179, 0.651], [-0.193, 0.148, -0.143], [0.205, 0.211, 0.210], [-0.010, -0.320, 0.306], [0.087, 0.226, 0.007], [-0.016, 0.039, 0.681], [0.024, -0.034, 0.673], [0.033, 0.104, 0.269], [0.082, 0.297, 0.034], [0.280, 0.201, 0.133]],
  "mulliken_charge": [0.823, 0.173, -0.396, -0.403, -0.421, -0.388, -0.469, -0.509, -0.291, -0.728, -0.718, 0.641, -0.403, -0.555, -0.192, -0.723, -0.276, -0.233, -0.026, -0.327, -0.653, 0.609, 0.384, -0.007, 0.323, 0.326, 0.211, -0.410, 0.489, 0.490, 0.411, 0.312, 0.395, 0.415, -0.329, 0.203, 0.337, 0.401, -0.166, 0.221, 0.459],
  "e_tot_ha": -1967.066740,
  "e_lumo_ev": 2.1,
  "total_charge": -1,
  "homo_energy_ha": -0.277,
  "homo_lumo_gap_ev": 9.69
}